Entry from the OMol25 dataset: C27H45AlNO2P2 as an isolated structure (ωB97M-V/def2-TZVPD).

Each line ends with the Mulliken charge.
Geometry (Å):
P 1.55 0.88 -1.87  0.957
P -1.33 0.51 -2.07  1.280
Al -0.03 0.25 -0.06  -0.608
O -1.07 2.50 2.88  -0.701
O -0.46 3.73 -1.52  -0.590
N -0.53 2.64 0.58  0.261
C -1.15 4.61 1.84  -0.595
C -1.71 1.38 -6.14  0.005
C -0.88 5.03 0.43  -0.553
C -1.55 -0.97 -3.10  -0.507
C 2.59 2.38 -1.88  -1.302
C 0.37 -2.00 0.23  1.026
C -0.60 3.71 -0.29  -0.220
C -1.86 0.06 -6.34  -0.694
C 2.79 -1.30 0.94  -1.580
C 0.56 -0.33 1.86  0.628
C 1.31 -1.15 0.92  0.693
C 1.18 0.40 2.99  -1.575
C -0.92 3.10 1.82  0.103
C -1.07 -0.78 -7.29  -0.774
C 0.57 2.56 -6.55  -0.885
C 0.41 -0.33 -7.54  -1.099
C 1.19 0.12 -6.36  0.110
C -1.91 -0.37 2.68  -1.553
C 0.10 1.28 -2.95  -0.192
C -2.18 -2.44 0.36  -1.743
C -0.95 -1.67 0.67  0.781
C -2.73 1.59 -2.42  -0.991
C -0.84 -0.67 1.71  0.668
C 0.74 -3.19 -0.57  -1.592
C 1.30 1.40 -5.95  -0.500
C -0.90 2.27 -7.02  -1.101
C 2.43 -0.36 -2.85  -0.982
H 3.16 -1.64 -0.03  0.380
H -1.56 -0.87 -8.28  0.340
H 1.93 -1.33 -2.77  0.176
H -1.51 -0.68 -4.16  -0.453
H 2.03 1.68 -5.18  0.575
H 0.21 0.93 -3.98  -0.641
H -0.48 5.08 2.58  0.278
H -2.71 -0.47 -5.87  0.628
H -0.03 2.36 -2.94  0.719
H -2.53 -1.40 -2.87  0.585
H 0.93 -1.21 -7.98  0.430
H 3.26 -0.34 1.19  0.406
H -2.65 2.49 -1.79  0.252
H -1.72 5.51 -0.08  0.298
H -2.71 1.89 -3.47  0.036
H 3.54 2.13 -1.40  0.457
H -1.07 -1.81 -6.90  0.367
H -3.07 -1.81 0.45  0.424
H -1.88 -1.03 3.56  0.292
H -0.02 5.70 0.34  0.271
H 2.46 -0.06 -3.91  0.214
H -0.05 -3.46 -1.28  0.358
H 2.72 2.75 -2.91  0.376
H -0.76 -1.72 -2.91  0.151
H 1.11 2.99 -7.41  0.392
H -2.17 4.79 2.16  0.277
H -1.41 3.25 -7.11  0.419
H 1.81 -0.65 -5.89  0.438
H -2.29 -3.29 1.06  0.324
H 1.35 -0.27 3.84  0.298
H 0.55 3.37 -5.80  0.360
H -2.14 -2.85 -0.65  0.398
H 0.52 1.19 3.32  0.374
H -3.65 1.06 -2.19  0.480
H -2.91 -0.45 2.24  0.416
H 2.14 0.81 2.69  0.394
H -1.77 0.66 3.06  0.375
H -0.83 1.86 -8.03  0.361
H 3.45 -0.45 -2.46  0.513
H 1.67 -3.03 -1.12  0.361
H 3.09 -2.04 1.69  0.338
H 0.90 -4.06 0.10  0.358
H 0.39 0.44 -8.32  0.300
H -2.31 1.89 -5.39  0.477
H 2.08 3.17 -1.32  0.254

Values from the calculation:
Relative energy (zero: lowest compared OMol25 entry of this formula, charge and spin) (eV): 0.000
Energy (a.u.): -2186.0356
Charge: +1
HOMO (eV): -11.18
HOMO-LUMO gap (eV): 8.87
Multiplicity: 1